# 1
The following is a DFT calculation (wB97M-V/def2-TZVPD) of C29H45Cl2N2PPm as an isolated structure.

## Properties
⟨S²⟩	6.01
frontier orbital gap (spin up / spin down)	3.57 / 3.62	eV
charge	-1
spin multiplicity	5

Element x y z (Å)
C1 -2.59571 0.83474 -4.06781
C2 -0.11667 -2.39216 -1.87990
H1 -3.12842 3.10393 -1.45621
H2 -2.47971 -4.97369 -1.82942
C3 1.62047 -0.12144 -1.96951
C4 0.10925 3.47316 2.25371
C5 -0.34933 -5.38022 -1.83964
C6 -1.38211 5.45596 3.58083
H3 -1.63069 -4.40754 -3.27906
H4 1.11010 -4.60487 -3.22446
C7 3.25614 -0.07645 -3.88824
H5 1.53558 1.70720 -0.77006
H6 1.91040 -1.83768 8.72613
C8 1.15692 -1.09438 8.41900
H7 -1.75864 1.40043 -0.21210
H8 -1.68007 4.02425 5.16443
C9 3.16332 1.85131 -2.19142
C10 -1.28329 0.29897 -3.48317
H9 2.02202 -2.81764 -1.84157
P1 0.06211 -0.71457 -1.05904
H10 1.14959 -3.36763 -0.40875
H11 -1.60334 -3.13874 -0.47199
H12 3.22728 2.94334 -2.11047
C11 -1.55282 -4.50368 -2.18431
H13 -2.29461 -2.49086 -1.95648
H14 1.11282 0.01964 -4.06507
H15 -2.18351 -0.55099 -1.71493
C12 3.53119 1.41383 -3.61547
Cl1 2.27028 0.16328 1.62107
H16 -3.39656 0.08651 -3.94780
N1 0.14705 -1.22163 4.92405
C13 -0.10020 -2.51178 6.76127
H17 4.00272 -0.68936 -3.35682
H18 0.38355 4.92329 0.68732
C14 1.85394 -0.49826 -3.44106
C15 -3.01187 2.15504 -3.39723
C16 -0.51104 3.14281 3.53730
H19 -1.94012 6.25724 4.08704
H20 1.60743 -0.09754 8.44018
H21 -0.97457 6.68374 1.83038
H22 0.72441 2.70706 1.77061
H23 -3.82233 1.46824 -1.51843
Cl2 -2.25985 -1.05318 1.64001
C17 -1.45989 -3.09145 -1.56639
H24 -4.01848 2.43822 -3.73408
C18 -1.36608 0.14752 -1.96086
H25 -2.33086 2.94951 -3.73768
C19 1.75308 1.40026 -1.80268
C20 -0.83131 5.71966 2.31204
C21 -0.38180 -2.41956 5.41947
H26 -0.84814 2.20133 -1.49621
H27 -0.09065 -2.15810 -2.96366
H28 2.39154 -0.61189 -1.34548
H29 3.35760 -0.27450 -4.96492
C22 -0.07852 4.72301 1.66897
H30 -2.45501 1.00741 -5.14448
H31 -0.40760 -6.31742 -2.39829
H32 -0.48588 1.01883 -3.72291
H33 3.87360 1.41021 -1.47576
H34 2.95584 2.01511 -4.33374
H35 -0.81114 1.71200 5.02733
H36 1.81700 -5.29893 -1.75230
H37 -0.35354 -3.27209 7.48338
N2 0.64585 -1.38298 7.08716
C23 -1.22872 4.22299 4.18917
H38 1.37590 0.28801 5.91402
H39 -1.02414 -0.65156 -3.96679
H40 1.71429 -1.57229 -3.61625
C24 -1.67827 1.50417 -1.30369
H41 -0.39272 -5.63500 -0.77586
C25 0.78858 -0.64180 5.96047
C26 0.98497 -4.69353 -2.13396
C27 -2.98179 2.09276 -1.85928
H42 1.01721 1.89161 -2.45916
H43 4.59030 1.62616 -3.80167
H44 -0.86758 -3.13894 4.76653
Pm1 -0.05906 -0.17624 2.57460
C28 1.08441 -3.28875 -1.50913
C29 -0.43882 1.82642 4.00590
H45 0.33871 -1.13985 9.15328


# 2
The following is a DFT calculation (wB97M-V/def2-TZVPD) of C29H45ClMnN4O3 as an isolated structure.

## Properties
⟨S²⟩	3.81
frontier orbital gap (spin up / spin down)	1.18 / 3.30	eV
charge	-2
spin multiplicity	4

Element x y z (Å)
H1 -1.97702 -3.57081 1.78158
C1 0.78490 -2.72885 -1.62972
O1 -2.65888 0.14665 1.44110
H2 4.04901 -0.76919 2.34535
H3 1.82149 -1.43217 0.94519
H4 2.00269 -4.63937 -3.07277
C2 -0.79902 4.41640 1.21481
H5 -3.17358 2.16248 2.12691
H6 -2.30343 2.54422 -3.36858
H7 1.20549 -1.07516 4.81983
O2 -0.96355 -1.20314 0.79955
H8 -2.48088 0.75681 -3.38595
C3 1.62187 -3.82693 -3.70273
H9 -0.24312 -3.02449 -1.87159
H10 -2.23726 0.70538 -5.92322
H11 1.85570 -2.03172 -5.57181
C4 -2.08617 -1.68909 2.83661
C5 -0.80694 1.52015 -4.48608
H12 -1.89452 1.34987 0.01493
C6 1.23861 -1.35910 -5.01707
H13 -0.29756 3.44975 3.88447
C7 -2.66253 3.11804 1.99399
H14 -1.70596 -3.72308 6.09912
H15 -1.49540 4.93913 0.54010
C8 2.00749 -0.43701 2.87353
H16 -1.22966 1.52342 -2.35492
H17 3.01523 -1.11635 -2.08332
H18 0.54575 0.11907 -6.44371
C9 -1.85948 -3.16869 5.17126
H19 -2.54721 3.60591 2.97271
C10 -1.30730 2.97699 1.30971
C11 -1.95397 -3.08137 2.76416
O3 -2.52019 0.27968 4.13599
H20 0.61635 -4.10749 -4.03737
C12 3.01901 -2.09139 -2.58840
H21 0.59941 -1.97764 2.15340
N1 1.00193 0.66295 2.80849
C13 -1.91324 -0.82994 1.61296
C14 3.34122 0.07431 2.32609
C15 2.17046 -0.84450 4.33755
H22 -0.34597 3.61037 -4.53410
H23 3.50306 -2.83436 -1.94551
H24 0.21149 4.49895 0.79204
C16 0.20571 2.66289 -4.50650
H25 1.51254 1.57776 4.69445
C17 0.91922 1.62715 3.79816
H26 -1.40689 -4.85749 3.89661
H27 2.28629 -3.75496 -4.56934
C18 -1.32447 2.30224 -0.05372
C19 -2.35054 -1.07089 4.06927
H28 0.85380 2.64283 -3.62087
N2 0.95217 -1.48417 -3.67812
Mn1 0.04426 0.26956 -0.30960
C20 -1.56044 1.55758 -5.80946
H29 1.25507 -3.51123 -1.01893
H30 -2.57949 0.53904 5.08403
Cl1 1.97840 1.20925 -1.15958
H31 2.30666 -2.47587 2.27738
C21 -2.29819 -1.84451 5.23545
H32 0.74488 -1.79366 -1.04028
H33 -3.27553 3.76900 1.35489
N3 -0.07330 0.25245 -4.36428
N4 -0.40020 2.14620 2.14413
H34 3.23275 0.42021 1.28630
C22 0.01059 2.53449 3.40021
H35 -0.25941 2.25342 -0.39965
H36 2.80502 -1.74324 4.40013
C23 -1.76300 1.58784 -3.31852
C24 -1.72306 -3.80884 3.93028
C25 0.20209 -0.44689 -3.22628
H37 -0.88688 1.60241 -6.67200
C26 1.59446 -2.54259 -2.88495
C27 0.20045 0.99859 1.76996
H38 -0.83391 4.93879 2.18469
H39 3.74481 0.88262 2.95032
H40 2.68955 -0.05123 4.89382
H41 -2.57969 -1.37008 6.17144
H42 0.82599 2.61202 -5.41304
H43 -1.84890 2.92657 -0.79335
H44 3.60177 -2.01208 -3.51461
C28 1.63576 -1.63934 2.01472
C29 0.58034 -0.27462 -5.45243
H45 -2.16694 2.47010 -5.83524


# 3
The following is a DFT calculation (wB97M-V/def2-TZVPD) of C29H45GeN5OsSi3 as an isolated structure.

## Properties
⟨S²⟩	8.80
frontier orbital gap (spin up / spin down)	7.99 / 5.32	eV
charge	+3
spin multiplicity	6

Element x y z (Å)
H1 2.07748 -3.12437 2.80866
C1 2.86946 3.78054 -2.38527
H2 4.38522 2.29848 1.03428
C2 -3.37224 3.43976 1.44810
C3 3.93350 4.27009 -3.31617
C4 -4.17575 1.27385 -0.33582
H3 -4.03332 5.22987 3.73056
H4 -1.14272 -5.33753 -3.28335
C5 -3.01890 4.70405 1.93050
H5 1.11702 -2.78018 -4.25391
H6 4.91745 4.24138 -2.85088
H7 -1.53574 -6.02167 2.32975
Os1 -0.19603 0.16960 0.30501
H8 -1.89352 -2.50615 -4.20682
H9 -1.10892 -5.77387 0.64085
C6 3.14938 2.78854 -1.44052
C7 0.84323 2.79325 -0.68628
H10 -3.79041 -3.97913 2.12438
C8 2.21355 -5.31376 -0.51169
C9 3.63378 0.50228 2.13915
H11 -1.66739 -3.08900 4.23022
H12 1.36843 -5.94144 -0.23059
H13 -2.80434 -2.38720 -2.71886
C10 -4.01111 5.53471 2.68149
C11 -2.46111 2.64394 0.78380
C12 1.56576 4.28378 -2.44963
H14 -0.43950 4.17492 -1.71115
H15 0.11979 -5.59061 1.91285
C13 1.21328 -2.78714 -3.16198
H16 -0.15496 -5.59795 -1.84447
H17 2.28710 -5.27254 -1.59866
H18 1.96368 -3.52949 -2.89661
C14 -1.71271 5.15110 1.71495
N1 -0.16370 2.24313 0.08724
C15 2.16633 2.31225 -0.59875
C16 -4.31152 -0.04504 -0.71928
N2 -2.24295 0.27901 0.10176
H19 0.23455 4.69369 0.96604
H20 2.02033 -1.01689 2.39847
H21 4.38314 -2.49992 0.04344
H22 -1.41696 6.12684 2.07767
C17 -3.08926 -0.62120 -0.42049
Si1 -0.45266 -3.19246 -2.46720
H23 3.59581 -3.83584 2.27773
C18 -0.78807 4.35692 1.07638
H24 3.13297 -1.45102 -0.61707
Si2 -1.43900 -3.65690 1.89815
H25 -2.75064 -1.63112 -0.55986
H26 0.04678 -3.21924 3.83937
C19 2.44660 -0.16822 1.89370
C20 3.65970 1.52097 1.20914
H27 -1.64684 -1.10159 -3.17154
C21 -0.92724 -4.96486 -2.27392
H28 -3.51670 -2.31660 1.61391
H29 1.33110 5.05661 -3.17004
H30 3.68480 -2.85512 -1.52983
H31 2.16970 -4.84050 2.44354
H32 -5.17790 -0.50761 -1.15824
C22 -1.13064 3.07523 0.60945
H33 -0.86988 -1.75658 3.40657
H34 -3.74772 6.58973 2.65005
H35 3.96986 3.63676 -4.20597
N3 1.77657 0.39962 0.87970
C23 -1.83272 -2.17500 -3.16064
H36 -4.87453 2.09216 -0.38397
C24 -3.20650 -3.34658 1.44343
H37 3.11496 -5.81863 -0.14857
N4 -2.93945 1.45302 0.15790
H38 1.56439 -1.79862 -2.86316
H39 4.16012 2.40781 -1.35467
H40 -3.46689 -3.65381 0.43014
C25 2.51197 -3.85365 2.12777
H41 -1.85005 -5.07086 -1.70043
C26 -0.90951 -2.84424 3.47694
N5 2.54025 1.44580 0.46850
Si3 2.20432 -3.63460 0.28823
C27 3.45194 -2.48977 -0.52909
H42 -4.38597 3.08890 1.59514
C28 -0.92219 -5.41428 1.65317
H43 3.73064 5.28698 -3.64600
H44 -5.01695 5.41321 2.28173
C29 0.57326 3.80177 -1.62685
H45 4.37203 0.29307 2.89309
Ge1 0.09827 -2.30683 0.09777


Energy
In order: -3111.779610, -3187.857813, -4440.962287
Unit: a.u.